This record from the Open Molecules 2025 dataset describes a 6-piece molecular cluster, C29H29ClNO8 overall at a distorted geometry. The level of theory is the ωB97M-V functional and the def2-TZVPD basis.

## Properties
**Energy above the lowest of the compared OMol25 structures with the same formula, charge and spin**: 7.7 kcal/mol
**Net charge**: -1
**E_LUMO**: 0.0886 Ha
**Maximum force**: 0.1916 hartree/bohr
**Highest occupied orbital energy**: -5.578 eV
**Kohn-Sham gap**: 0.2936 Ha

Cartesian coordinates (Å):
Cl  1.093  0.307  0.354
N  -3.901  -4.138  -0.007
C  -3.058  -4.172  1.137
C  -2.041  -3.262  1.470
C  -1.646  -2.423  0.425
C  -2.420  -2.276  -0.784
C  -3.537  -3.094  -0.944
H  -3.259  -5.147  1.678
H  -1.449  -3.200  2.375
H  -0.942  -1.601  0.685
H  -2.065  -1.629  -1.513
H  -4.289  -3.102  -1.625
C  -4.264  4.099  -0.616
C  -3.095  3.471  -1.298
C  -2.441  2.439  -0.683
C  -2.828  2.051  0.648
C  -3.923  2.687  1.333
C  -4.732  3.710  0.629
O  -5.728  4.218  1.308
O  -1.549  1.652  -1.425
H  -4.624  4.916  -1.151
H  -2.851  3.744  -2.204
H  -2.368  1.168  1.123
H  -3.927  2.267  2.199
H  -5.597  4.294  2.198
H  -0.784  1.255  -1.031
C  -0.346  -3.545  -3.285
C  0.376  -2.477  -2.514
C  1.483  -2.891  -1.692
C  1.727  -4.420  -1.545
C  0.799  -5.281  -2.160
C  -0.223  -4.890  -2.906
O  -1.228  -5.881  -3.271
O  2.423  -2.051  -1.243
H  -1.128  -3.214  -3.887
H  -0.059  -1.570  -2.675
H  2.628  -4.843  -0.955
H  0.831  -6.269  -2.005
H  -2.004  -5.536  -3.702
H  2.061  -1.141  -1.114
C  0.150  -0.670  5.388
C  0.048  0.239  6.627
C  0.312  1.592  6.447
C  0.853  2.070  5.215
C  0.839  1.226  3.973
C  0.537  -0.157  4.140
O  0.388  -0.889  2.949
O  0.450  2.356  7.633
H  -0.366  -1.664  5.373
H  -0.194  -0.224  7.523
H  1.352  3.031  5.064
H  1.136  1.801  3.207
H  0.508  -0.265  2.042
H  0.468  2.064  8.439
C  5.563  3.610  -3.478
C  4.538  3.621  -2.260
C  3.607  2.614  -2.040
C  3.634  1.554  -2.951
C  4.503  1.550  -4.165
C  5.441  2.599  -4.393
O  6.100  2.507  -5.492
O  2.871  2.556  -0.933
H  6.124  4.441  -3.338
H  4.622  4.568  -1.617
H  3.049  0.815  -2.753
H  4.332  0.738  -4.825
H  5.636  2.231  -6.255
H  2.385  1.862  -0.843

***

This record from the Open Molecules 2025 dataset describes C29H29N4O10SV as an isolated structure at a distorted geometry. The level of theory is the ωB97M-V functional and the def2-TZVPD basis.

## Properties
**Energy above the lowest of the compared OMol25 structures with the same formula, charge and spin**: 27.9 kcal/mol
**Net charge**: +1
**E_LUMO (alpha / beta)**: -0.1482 / -0.1568 Ha
**Maximum force**: 0.0656 hartree/bohr
**<S²>**: 0.759
**Highest occupied orbital energy (alpha / beta)**: -11.517 / -11.518 eV
**Kohn-Sham gap (alpha / beta)**: 0.2751 / 0.2665 Ha
**Multiplicity**: 2

Cartesian coordinates (Å):
V  -0.111  -0.482  0.256
C  -3.026  2.684  0.576
O  -2.073  2.771  1.648
C  -1.087  1.970  1.330
N  -1.097  1.423  0.165
C  -2.302  1.857  -0.521
C  -2.002  2.641  -1.780
C  -0.712  2.736  -2.284
C  -0.466  3.486  -3.424
C  -1.502  4.141  -4.069
C  -2.795  4.027  -3.584
C  -3.043  3.280  -2.446
C  0.028  1.647  2.200
C  0.272  2.113  3.487
C  1.366  1.605  4.179
C  2.186  0.665  3.570
C  1.867  0.254  2.280
N  0.805  0.728  1.620
C  2.504  -0.757  1.470
N  1.918  -1.029  0.354
C  2.679  -2.070  -0.316
C  3.846  -2.323  0.685
O  3.610  -1.404  1.761
C  3.186  -1.697  -1.691
C  3.206  -0.390  -2.157
C  3.781  -0.110  -3.388
C  4.346  -1.122  -4.147
C  4.298  -2.430  -3.697
C  3.714  -2.716  -2.477
H  -3.272  3.702  0.262
H  -3.902  2.158  0.965
H  -2.879  0.958  -0.773
H  0.095  2.208  -1.788
H  0.539  3.552  -3.811
H  -1.304  4.744  -4.942
H  -3.611  4.516  -4.096
H  -4.054  3.183  -2.079
H  -0.396  2.832  3.935
H  1.560  1.916  5.194
H  3.030  0.227  4.078
H  2.042  -2.955  -0.416
H  4.823  -2.098  0.243
H  3.857  -3.335  1.098
H  2.768  0.402  -1.561
H  3.808  0.908  -3.747
H  4.824  -0.890  -5.086
H  4.722  -3.222  -4.295
H  3.679  -3.734  -2.116
O  -0.324  -2.270  -2.483
C  -0.385  -1.074  -2.350
O  0.210  -0.423  -1.419
H  -0.952  -0.431  -3.065
O  -3.228  -0.068  1.595
S  -2.316  -1.096  1.199
O  -0.964  -0.776  1.816
O  -1.964  -0.957  -0.265
O  -2.704  -2.462  1.450
O  0.679  -2.864  2.245
C  0.012  -3.158  1.276
O  -0.084  -2.503  0.187
C  -0.765  -4.508  1.195
N  -1.640  -4.423  -0.006
C  -1.414  -5.614  -0.843
C  0.058  -5.907  -0.583
C  0.174  -5.691  0.926
H  -1.348  -4.613  2.110
H  -1.271  -3.559  -0.489
H  -2.602  -4.185  0.267
H  -1.628  -5.395  -1.888
H  -2.044  -6.438  -0.502
H  0.672  -5.190  -1.129
H  0.343  -6.912  -0.884
H  1.190  -5.474  1.250
H  -0.165  -6.575  1.466

***

This record from the Open Molecules 2025 dataset describes C29H29N6O2Pd as an isolated structure. The level of theory is the ωB97M-V functional and the def2-TZVPD basis.

## Properties
**Energy above the lowest of the compared OMol25 structures with the same formula, charge and spin**: 0.0 kcal/mol
**Net charge**: +3
**E_LUMO (alpha / beta)**: -0.4013 / -0.4017 Ha
**Maximum force**: 0.0136 hartree/bohr
**Highest occupied orbital energy (alpha / beta)**: -16.648 / -16.688 eV
**Kohn-Sham gap (alpha / beta)**: 0.2105 / 0.2116 Ha

Cartesian coordinates (Å):
Pd  0.358  0.776  0.450
C  1.195  -4.155  1.420
C  1.222  -2.766  1.218
N  0.318  -2.087  0.530
C  -0.696  -2.784  0.005
C  -0.845  -4.176  0.177
C  0.147  -4.868  0.906
C  -1.976  -4.824  -0.363
C  -2.967  -4.131  -1.053
C  -2.820  -2.785  -1.289
C  -1.664  -2.081  -0.835
N  -1.409  -0.807  -1.044
C  -1.897  -0.019  -1.999
C  -2.491  -0.453  -3.200
C  -3.060  0.447  -4.089
C  -3.031  1.793  -3.803
C  -2.350  2.300  -2.664
C  -2.253  3.687  -2.424
C  -1.522  4.123  -1.355
C  -0.880  3.174  -0.556
N  -0.969  1.863  -0.737
C  -1.721  1.407  -1.777
H  1.983  -4.637  1.980
H  2.025  -2.175  1.645
H  0.069  -5.939  1.046
H  -2.089  -5.890  -0.197
H  -3.857  -4.649  -1.383
H  -3.624  -2.230  -1.753
H  -2.449  -1.504  -3.454
H  -3.513  0.095  -5.005
H  -3.493  2.501  -4.480
H  -2.748  4.384  -3.088
H  -1.411  5.174  -1.129
H  -0.259  3.508  0.263
C  3.581  0.010  3.423
C  2.459  0.762  2.781
O  2.020  0.376  1.670
N  1.968  1.814  3.427
C  0.881  2.640  2.913
C  -0.444  1.934  3.054
C  -1.243  2.101  4.170
C  -2.405  1.355  4.299
C  -2.732  0.448  3.304
C  -1.894  0.330  2.214
N  -0.778  1.063  2.085
H  4.260  -0.353  2.656
H  3.167  -0.855  3.947
H  4.130  0.616  4.141
H  2.357  2.036  4.331
H  1.092  2.857  1.867
H  0.880  3.580  3.458
H  -0.954  2.812  4.932
H  -3.041  1.478  5.165
H  -3.624  -0.159  3.363
H  -2.102  -0.357  1.406
C  4.806  0.167  -2.402
N  3.347  0.286  -2.392
C  2.642  0.218  -3.672
C  2.684  0.462  -1.282
O  1.424  0.574  -1.260
H  5.234  0.967  -3.004
H  5.094  -0.793  -2.826
H  5.189  0.240  -1.387
H  3.366  0.338  -4.472
H  1.902  1.013  -3.729
H  2.145  -0.746  -3.781
H  3.265  0.513  -0.362

***

This record from the Open Molecules 2025 dataset describes C29H29N8O2RuSe2 as an isolated structure. The level of theory is the ωB97M-V functional and the def2-TZVPD basis.

## Properties
**Net charge**: +2
**E_LUMO (alpha / beta)**: -0.2082 / -0.2675 Ha
**Maximum force**: 0.0141 hartree/bohr
**<S²>**: 8.758
**Highest occupied orbital energy (alpha / beta)**: -13.861 / -13.866 eV
**Kohn-Sham gap (alpha / beta)**: 0.3012 / 0.2421 Ha
**Multiplicity**: 6

Cartesian coordinates (Å):
Ru  0.136  0.042  0.214
C  -2.859  0.631  1.536
N  -1.511  1.189  1.604
C  -1.429  2.642  1.483
C  -0.675  3.031  0.257
N  -0.320  2.214  -0.718
C  0.293  3.052  -1.684
C  0.821  2.796  -2.952
C  1.358  3.852  -3.663
C  1.368  5.156  -3.151
C  0.825  5.436  -1.915
C  0.295  4.363  -1.211
N  -0.330  4.305  0.027
C  -2.787  -0.712  0.898
N  -1.975  -0.981  -0.109
C  -2.341  -2.278  -0.530
C  -1.986  -3.011  -1.662
C  -2.549  -4.260  -1.821
C  -3.474  -4.777  -0.899
C  -3.900  -4.030  0.178
C  -3.329  -2.771  0.318
N  -3.587  -1.739  1.215
H  -3.467  1.265  0.888
H  -3.356  0.588  2.509
H  -1.012  0.906  2.440
H  -0.943  3.073  2.359
H  -2.430  3.074  1.419
H  0.799  1.819  -3.408
H  1.766  3.670  -4.648
H  1.793  5.955  -3.741
H  0.811  6.441  -1.516
H  -0.512  5.085  0.639
H  -1.346  -2.593  -2.422
H  -2.299  -4.847  -2.695
H  -3.889  -5.763  -1.060
H  -4.657  -4.397  0.858
H  -4.318  -1.726  1.909
N  2.227  0.793  -0.663
C  2.947  1.881  0.036
C  3.345  1.470  1.437
C  2.178  1.269  2.377
O  2.320  1.275  3.573
O  0.982  1.101  1.819
H  2.826  -0.023  -0.754
H  2.017  1.110  -1.605
H  2.286  2.746  0.070
H  3.829  2.167  -0.540
H  3.991  2.228  1.879
H  3.931  0.546  1.422
Se  1.370  -3.691  0.054
Se  2.676  -2.140  1.173
C  1.464  -1.812  2.633
C  1.949  -1.916  3.924
C  1.076  -1.679  4.971
C  -0.252  -1.415  4.682
C  -0.638  -1.349  3.358
N  0.205  -1.503  2.329
C  1.125  -2.708  -1.574
C  1.321  -3.420  -2.750
C  1.049  -2.816  -3.965
C  0.591  -1.507  -3.971
C  0.452  -0.864  -2.760
N  0.720  -1.430  -1.575
H  2.982  -2.179  4.102
H  1.424  -1.723  5.994
H  -0.978  -1.269  5.469
H  -1.678  -1.190  3.104
H  1.681  -4.439  -2.700
H  1.189  -3.359  -4.891
H  0.349  -0.995  -4.891
H  0.062  0.142  -2.716

***

This record from the Open Molecules 2025 dataset describes C29H30As2Cl2CrN3 as an isolated structure at a distorted geometry. The level of theory is the ωB97M-V functional and the def2-TZVPD basis.

## Properties
**Energy above the lowest of the compared OMol25 structures with the same formula, charge and spin**: 0.0 kcal/mol
**Net charge**: +1
**E_LUMO (alpha / beta)**: -0.0991 / -0.1054 Ha
**Maximum force**: 0.0383 hartree/bohr
**<S²>**: 6.024
**Highest occupied orbital energy (alpha / beta)**: -8.570 / -9.526 eV
**Kohn-Sham gap (alpha / beta)**: 0.2158 / 0.2446 Ha
**Multiplicity**: 5

Cartesian coordinates (Å):
Cr  -0.161  -0.791  -0.116
C  -0.496  -0.253  4.278
C  -0.839  -0.285  2.929
N  0.051  -0.440  1.959
C  1.368  -0.584  2.300
C  1.804  -0.559  3.650
C  0.821  -0.383  4.644
C  3.170  -0.742  3.934
C  4.052  -0.996  2.913
C  3.639  -1.018  1.578
C  2.312  -0.766  1.239
N  1.759  -0.742  -0.017
C  2.406  -0.554  -1.212
C  3.711  -0.122  -1.441
C  4.222  -0.055  -2.740
C  3.468  -0.407  -3.834
C  2.115  -0.756  -3.663
C  1.247  -1.086  -4.724
C  -0.062  -1.401  -4.454
C  -0.520  -1.365  -3.139
N  0.256  -1.051  -2.113
C  1.572  -0.777  -2.355
H  -1.270  -0.138  5.024
H  -1.869  -0.173  2.614
H  1.107  -0.358  5.687
H  3.511  -0.710  4.960
H  5.091  -1.193  3.144
H  4.339  -1.285  0.801
H  4.326  0.191  -0.611
H  5.240  0.279  -2.889
H  3.892  -0.407  -4.829
H  1.620  -1.095  -5.740
H  -0.743  -1.666  -5.249
H  -1.546  -1.616  -2.901
C  -3.958  -1.568  0.718
As  -2.637  -0.477  -0.235
C  -3.697  -0.159  -1.854
C  -2.873  1.315  0.522
C  -4.076  1.723  1.090
C  -4.230  3.012  1.576
C  -3.183  3.918  1.481
C  -1.987  3.526  0.901
C  -1.818  2.228  0.425
As  -0.126  1.643  -0.347
C  1.209  2.662  0.638
C  -0.098  2.638  -2.032
H  -4.966  -1.185  0.573
H  -3.727  -1.614  1.782
H  -3.914  -2.581  0.318
H  -4.619  0.353  -1.586
H  -3.940  -1.109  -2.331
H  -3.140  0.458  -2.559
H  -4.902  1.023  1.159
H  -5.168  3.310  2.025
H  -3.302  4.925  1.857
H  -1.169  4.233  0.818
H  1.162  3.724  0.401
H  2.194  2.285  0.360
H  1.074  2.519  1.710
H  -0.337  3.688  -1.860
H  -0.812  2.217  -2.739
H  0.905  2.561  -2.454
Cl  1.458  -4.243  -1.391
C  0.513  -4.529  0.065
Cl  -0.410  -3.080  0.615
H  1.194  -4.806  0.861
H  -0.212  -5.308  -0.133

***

This record from the Open Molecules 2025 dataset describes C29H30AsF5N4O4ReSSi2 as an isolated structure. The level of theory is the ωB97M-V functional and the def2-TZVPD basis.

## Properties
**Energy above the lowest of the compared OMol25 structures with the same formula, charge and spin**: 2.8 kcal/mol
**Net charge**: +2
**E_LUMO (alpha / beta)**: -0.2637 / -0.2593 Ha
**Maximum force**: 0.0172 hartree/bohr
**<S²>**: 1.168
**Highest occupied orbital energy (alpha / beta)**: -13.229 / -13.455 eV
**Kohn-Sham gap (alpha / beta)**: 0.2224 / 0.2352 Ha
**Multiplicity**: 2

Cartesian coordinates (Å):
Re  -0.178  0.330  -0.327
O  2.231  -0.874  3.587
C  1.882  -1.152  2.337
O  2.607  -1.058  1.383
C  0.468  -1.661  2.259
C  0.038  -2.496  3.287
C  -1.186  -3.130  3.193
C  -1.930  -2.933  2.044
C  -1.450  -2.076  1.071
N  -0.281  -1.403  1.173
C  -2.178  -1.828  -0.207
O  -3.197  -2.545  -0.577
O  -1.787  -0.940  -0.954
H  3.169  -0.626  3.618
H  0.681  -2.644  4.142
H  -1.545  -3.773  3.983
H  -2.889  -3.424  1.941
H  -3.419  -3.272  0.021
N  0.857  5.763  -9.537
C  0.537  5.251  -8.561
C  0.142  4.605  -7.339
C  1.001  4.611  -6.243
C  0.622  3.995  -5.066
C  -0.610  3.361  -4.990
C  -1.472  3.349  -6.074
C  -1.098  3.977  -7.249
N  -0.994  2.704  -3.777
C  -2.269  2.606  -3.270
C  -2.172  1.907  -2.114
N  -0.847  1.563  -1.910
C  -0.171  2.064  -2.936
H  1.956  5.113  -6.314
H  1.275  4.045  -4.204
H  -2.420  2.830  -6.026
H  -1.761  3.971  -8.102
H  -3.117  3.068  -3.741
H  -2.947  1.629  -1.422
H  0.887  1.959  -3.099
C  5.027  -0.327  -0.875
Si  3.396  -0.140  -1.735
C  3.538  0.797  -3.343
C  2.447  -1.724  -1.974
As  2.012  1.236  -0.313
Si  2.777  3.475  0.195
C  3.924  3.262  1.638
C  1.248  4.477  0.538
C  3.681  4.023  -1.338
H  5.646  -1.032  -1.435
H  4.909  -0.712  0.137
H  5.568  0.620  -0.832
H  4.146  0.205  -4.032
H  4.030  1.762  -3.220
H  2.572  0.949  -3.829
H  3.021  -2.389  -2.626
H  1.486  -1.553  -2.469
H  2.279  -2.237  -1.028
H  3.390  2.964  2.541
H  4.404  4.225  1.836
H  4.713  2.536  1.437
H  0.365  3.862  0.718
H  1.038  5.149  -0.295
H  1.413  5.088  1.428
H  4.609  3.471  -1.497
H  3.941  5.078  -1.216
H  3.069  3.942  -2.237
F  -0.885  -0.124  6.624
C  -1.002  0.287  5.375
C  -0.002  1.057  4.801
F  1.073  1.381  5.501
C  -0.120  1.453  3.482
F  0.881  2.166  2.948
C  -1.216  1.102  2.704
S  -1.380  1.638  1.026
C  -2.209  0.341  3.309
F  -3.275  -0.046  2.598
C  -2.112  -0.073  4.625
F  -3.052  -0.843  5.158

***

Values for electronic energy, Eh, ordered as above
-2239.116838; -3436.048977; -1728.527140; -6608.324841; -7723.603891; -5433.198276